{
  "formula": "C12H38N4O9",
  "method": "ωB97M-V with the def2-TZVPD basis set",
  "e_tot_ev": -37436.7198,
  "homo_ev": -5.508,
  "total_charge": 0,
  "multiplicity": 1,
  "symbols": ["N", "H", "H", "H", "H", "N", "O", "O", "O", "C", "C", "O", "O", "H", "H", "H", "H", "H", "H", "C", "C", "O", "O", "H", "H", "H", "H", "H", "H", "C", "C", "C", "O", "C", "N", "H", "H", "H", "H", "H", "H", "H", "H", "H", "H", "H", "C", "C", "C", "O", "C", "N", "H", "H", "H", "H", "H", "H", "H", "H", "H", "H", "H"],
  "positions_angstrom": [[0.46143, -0.13878, 0.12592], [0.75050, 0.82467, 0.21698], [0.20326, -0.14655, -0.85050], [-0.32802, -0.47697, 0.65742], [1.22263, -0.78506, 0.27757], [6.56760, -4.27635, 0.81532], [6.85054, -4.20925, -0.38565], [7.46478, -4.18301, 1.57235], [5.37048, -4.40642, 1.02594], [0.16035, -8.13440, -2.60525], [-1.16155, -8.95387, -2.99906], [-1.33413, -9.96172, -2.02584], [-0.07675, -7.40171, -1.42507], [0.37691, -7.43416, -3.41201], [0.92342, -8.91158, -2.56250], [-1.02216, -9.38079, -3.99223], [-1.99756, -8.26076, -3.09283], [-0.42682, -10.21782, -1.84474], [0.79464, -7.11327, -1.14383], [4.93914, 3.45225, 1.80747], [5.47087, 2.12411, 1.53300], [5.36611, 1.73292, 0.15740], [3.51307, 3.33829, 2.02091], [5.25878, 4.19523, 1.07677], [5.25399, 3.73175, 2.81288], [5.11383, 1.31241, 2.16685], [6.48815, 2.19826, 1.91740], [6.13427, 1.19604, -0.05068], [3.21198, 4.20918, 2.29017], [-1.11542, -0.96271, 6.33225], [-2.57152, -0.42510, 6.12889], [-2.91820, 1.04641, 6.50673], [-4.27239, 1.36083, 6.40206], [-4.64276, 2.52068, 7.13914], [-2.87521, -0.61624, 4.72704], [-0.78137, -0.83823, 7.36230], [-0.40689, -0.37756, 5.74600], [-1.01464, -2.04003, 6.20061], [-3.21914, -0.96496, 6.81971], [-2.30369, 1.68545, 5.87260], [-2.48210, 1.16978, 7.49804], [-4.00308, 3.35001, 6.83722], [-4.41327, 2.48917, 8.20425], [-5.68030, 2.78752, 6.93810], [-2.84404, -1.57839, 4.42144], [-3.70215, -0.13751, 4.39978], [-0.65641, 4.26943, -4.52806], [-1.47470, 3.32161, -5.37541], [-1.46666, 3.46957, -6.99845], [-1.48219, 4.83710, -7.36397], [-2.59612, 5.63927, -7.12219], [-1.08063, 1.99344, -4.99932], [0.41174, 4.16404, -4.71790], [-0.91895, 4.37364, -3.47529], [-0.82600, 5.27956, -4.90087], [-2.47082, 3.48202, -4.96293], [-2.41416, 3.07491, -7.36531], [-0.74329, 2.94239, -7.62048], [-3.39888, 5.03297, -6.70260], [-2.99801, 6.10271, -8.02320], [-2.25580, 6.36866, -6.38715], [-1.70223, 1.42562, -5.55726], [-0.23044, 1.83131, -5.51991]],
  "forces_ev_per_a": [[-0.0004, -0.2126, -1.0490], [0.1392, 0.5106, 1.1903], [-0.1964, -0.6370, -0.7393], [-0.4404, 0.5102, 0.6116], [0.7528, -0.1812, 0.0348], [-1.1073, 0.2178, -4.8624], [0.8966, 0.1285, -2.7798], [2.3512, 0.1232, 4.8186], [-2.3424, -0.3148, 2.7939], [-2.5215, -0.5972, -1.4753], [1.8763, 1.3054, 0.3672], [-0.4095, 0.2264, -0.2732], [0.4218, -0.4330, 0.0709], [0.2705, -0.1124, -0.2732], [0.5117, 0.2133, 0.4021], [0.1984, -0.1203, -0.1772], [-0.2391, -0.2282, 0.5793], [-0.0908, -0.4631, 0.4083], [0.0169, 0.2317, 0.3845], [-1.6404, 0.2385, 1.7098], [1.4882, -1.4577, -0.2776], [0.0575, 0.4580, 0.4852], [-0.3028, 0.3849, -0.9751], [-0.2739, -0.0375, -0.1705], [0.8816, 0.2518, -0.1330], [-0.8337, 0.2619, 0.1504], [0.6913, -0.1149, -0.7511], [0.0052, -0.1491, -0.0918], [-0.2105, 0.0395, 0.0178], [-0.4945, 1.3657, 1.0752], [-0.2745, -0.0756, 0.0250], [2.3495, -0.6816, -0.1230], [-0.5690, -0.3827, 0.4716], [0.9149, 0.5036, -0.4103], [0.1351, 0.1811, -0.6566], [-0.1803, 0.2190, 0.2715], [-0.0395, -0.3173, -0.3519], [-0.2820, 0.1080, -0.6393], [-0.2612, -0.6057, -0.0740], [-0.0531, 0.4220, -0.3720], [-0.4683, 0.2167, 0.5333], [-0.0578, 0.3438, -0.4955], [-0.3945, -0.7481, 0.2679], [0.1178, -0.3434, 0.0722], [-0.2377, 0.0385, 0.1207], [-0.1748, -0.2528, 0.2239], [0.6148, 1.9236, -1.5423], [0.2575, 0.4310, -0.1609], [-1.9014, 1.6922, 1.6216], [1.7579, -0.3174, -1.1724], [-0.2524, -0.5898, 0.7756], [-0.2716, -1.2500, -0.6803], [0.1613, -0.3866, 0.4741], [0.0564, -0.8482, -0.0323], [-0.1232, 0.2568, -0.1345], [-0.4939, -0.1702, -0.7133], [-0.3889, -0.5445, 0.2817], [0.7443, 0.2023, 0.7211], [-0.2665, 0.0809, 0.2274], [0.3480, 0.0996, -0.1200], [-0.5524, 0.4002, -0.0609], [-0.4630, -0.8808, 0.2819], [0.7933, -0.1327, 0.2983]]
}

***

{
  "formula": "C12H40BN2O9Zr",
  "method": "ωB97M-V with the def2-TZVPD basis set",
  "e_tot_ev": -36450.4897,
  "homo_ev": -2.204,
  "total_charge": -1,
  "multiplicity": 1,
  "symbols": ["Zr", "B", "H", "H", "H", "H", "O", "C", "C", "O", "H", "H", "H", "H", "O", "C", "C", "O", "H", "H", "H", "H", "C", "C", "C", "O", "C", "N", "H", "H", "H", "H", "H", "H", "H", "H", "H", "H", "H", "C", "C", "C", "O", "C", "N", "H", "H", "H", "H", "H", "H", "H", "H", "H", "H", "H", "O", "H", "H", "O", "H", "H", "O", "H", "H"],
  "positions_angstrom": [[-15.82864, -5.87178, 12.85360], [-17.87947, -6.67183, 13.77976], [-18.74709, -7.17681, 13.38420], [-17.65836, -5.82661, 13.14655], [-18.14880, -6.36624, 14.77892], [-16.96794, -7.24764, 13.82203], [-15.14623, -10.13101, 9.59822], [-15.88520, -9.02762, 9.06448], [-16.50775, -7.98139, 10.15525], [-15.98398, -7.64615, 11.42695], [-16.67666, -9.30088, 8.36661], [-15.09621, -8.54425, 8.48833], [-17.54815, -8.19412, 10.40105], [-16.73006, -7.06414, 9.60997], [-14.75822, -6.67891, 14.65951], [-15.01527, -5.84921, 15.80212], [-15.34298, -4.28038, 15.49606], [-15.99304, -4.11822, 14.23189], [-14.20944, -5.96800, 16.52644], [-15.92606, -6.21186, 16.27861], [-14.35819, -3.81446, 15.53083], [-15.91610, -3.88688, 16.33559], [-20.99617, -1.13608, 17.04288], [-19.45876, -1.09710, 16.83533], [-18.80594, -2.51697, 16.79875], [-19.26635, -3.35580, 17.88168], [-18.82360, -4.70547, 17.89395], [-19.16549, -0.42402, 15.58242], [-21.47601, -0.16207, 16.94719], [-21.13708, -1.64970, 17.99390], [-21.40986, -1.68569, 16.19737], [-19.06966, -0.39112, 17.56902], [-17.72515, -2.38005, 16.83406], [-19.16397, -2.95182, 15.86558], [-19.21064, -5.02780, 18.86059], [-17.74274, -4.81463, 17.98299], [-19.21936, -5.17536, 16.99357], [-18.15693, -0.37380, 15.56312], [-19.43521, -1.12232, 14.90439], [-19.74840, -9.02418, 18.37395], [-19.10566, -8.43656, 17.20092], [-18.15613, -9.50831, 16.42002], [-16.94687, -9.67210, 17.17267], [-16.71330, -11.02639, 17.54545], [-19.99349, -7.75502, 16.33090], [-20.24573, -9.98062, 18.21272], [-20.51920, -8.38293, 18.80146], [-18.96146, -9.18077, 19.11172], [-18.48086, -7.60275, 17.52106], [-17.92969, -9.23144, 15.39038], [-18.84995, -10.31759, 16.19246], [-17.56683, -11.58400, 17.93101], [-15.92339, -10.95722, 18.29335], [-16.42993, -11.52135, 16.61657], [-20.33476, -6.95430, 16.84324], [-19.62793, -7.64311, 15.39605], [-16.98635, -4.74292, 11.37059], [-17.87987, -4.82818, 11.03805], [-16.63514, -3.97451, 10.92068], [-20.33692, -5.25223, 14.14015], [-19.74231, -5.95024, 13.86545], [-21.07016, -5.70969, 14.55163], [-16.86042, -10.44560, 12.55763], [-17.69089, -10.91976, 12.59936], [-17.07082, -9.56522, 12.86892]],
  "forces_ev_per_a": [[1.2523, -4.4994, 3.1168], [-0.6085, -0.4987, 0.8098], [-2.5795, -2.3054, -2.0325], [-0.5297, 3.6465, -2.2125], [-0.2980, 1.5499, 3.3802], [3.3344, -2.7850, 0.1671], [-2.1174, 1.6631, -0.7526], [3.2307, -1.9847, 2.9461], [-1.3158, 0.0081, -0.5051], [1.5201, 3.4068, 1.8151], [-0.8302, 0.0724, 0.0002], [-0.1590, 1.3017, -0.4490], [-0.3565, -1.2895, -0.0620], [0.6291, 0.8477, -0.6149], [-1.1411, 2.7674, -2.2229], [-1.1751, 0.5358, -0.7414], [1.1194, -2.2338, -0.6726], [0.9503, -1.8927, -1.0897], [0.2128, 0.2628, 0.0045], [-0.1967, -0.3662, 0.1570], [0.0565, 0.5923, -0.3553], [-0.3340, 0.0518, -0.0881], [1.1901, -0.5371, -0.5255], [-1.0674, 0.3862, 0.5602], [-1.2732, 0.2574, 1.2341], [0.4963, 1.3693, -0.2645], [-0.2657, 1.1046, 0.3065], [0.0004, -0.3243, -0.0351], [0.3610, 0.1671, 0.5317], [-0.6449, 0.1094, -0.1524], [-0.2004, -0.5502, 0.1744], [0.3474, -0.5895, 0.6163], [0.1855, -0.3056, -0.2075], [0.3912, -0.2781, -0.3131], [-0.3000, -0.7607, -0.3598], [0.2561, 0.1348, -0.4166], [0.1651, -0.5886, 0.1885], [0.3093, 0.1811, -0.5570], [0.1187, 0.1857, -0.8663], [-0.4379, -0.8720, 1.4768], [2.9224, 0.1582, -1.9032], [-1.2527, 2.2213, 0.6544], [-1.9508, -0.6609, -0.0355], [0.4448, 0.5308, -0.7591], [-2.0332, -1.1645, -0.8359], [0.0334, -0.1293, -0.3525], [0.1202, 0.2867, 0.0747], [-0.1522, -0.1137, 0.3066], [1.1192, -0.5024, 0.6847], [0.4112, 0.8721, 0.0714], [0.4910, -1.1480, 0.9309], [-0.3340, 0.3942, 0.2937], [0.0854, -0.4786, -0.1912], [0.5407, -0.5235, 0.2384], [-0.0364, 0.3221, -0.9457], [-0.0696, 0.7103, 0.3767], [0.2847, 0.9764, -0.6605], [-0.4998, -0.5512, 0.0879], [0.2548, 0.4152, -0.1805], [-0.5920, 0.7332, 0.0198], [0.2108, -0.1931, -0.0368], [-0.2526, -0.0918, 0.0800], [0.0371, -0.3152, 0.3095], [-0.2093, -0.1468, -0.0883], [0.1310, 0.4583, -0.1278]]
}

***

Q: What is the formula in the first record?
A: C12H38N4O9